Entry 1:
Below is C6H8N2O2 as an isolated structure in a non-equilibrium geometry, with properties calculated with the ωB97M-V functional and the def2-TZVPD basis.

```
18
C6H8N2O2 the ωB97M-V functional and the def2-TZVPD basis
O -0.38 2.56 -0.43
C -0.86 1.47 -0.30
C -1.54 0.47 -1.23
C -2.01 -0.18 0.07
C -0.92 -0.53 0.98
C 0.40 -1.08 0.51
C 1.57 -0.67 1.30
N 2.30 0.04 1.92
N -1.34 0.90 0.93
H -2.35 0.95 -1.78
H -0.87 -0.06 -1.92
H -3.04 -0.47 0.27
H -1.22 -0.95 1.94
H 0.35 -2.18 0.54
H 0.60 -0.83 -0.54
O 2.93 0.36 -1.01
H 3.24 -0.52 -1.27
H 3.16 0.72 0.01
```

## Properties
Frontier orbital gap: 0.38472 Ha
HOMO: -10.00 eV
Calculated total energy: -13423.8586 eV
ΔE to the lowest compared entry with this formula, charge and spin: 339.1 kJ/mol

=====

Entry 2:
Below is one molecule with the formula C6H8N2O2S in a non-equilibrium geometry, with properties calculated with the ωB97M-V functional and the def2-TZVPD basis.

```
19
C6H8N2O2S the ωB97M-V functional and the def2-TZVPD basis
C 2.33 0.55 1.71
S 2.56 1.60 0.26
C 0.88 1.98 -0.19
C 0.07 0.79 -0.68
C -0.73 -0.03 0.13
C -1.23 -0.90 -0.75
C -2.10 -2.12 -0.69
O -2.41 -2.67 -1.72
O -2.50 -2.52 0.53
N -0.85 -0.49 -2.00
N 0.01 0.49 -1.95
H 1.82 -0.41 1.39
H 1.65 0.99 2.47
H 3.33 0.47 2.16
H 0.32 2.40 0.68
H 0.94 2.76 -0.97
H -0.87 0.13 1.19
H -2.18 -1.90 1.18
H -1.05 -1.12 -2.77
```

## Properties
Frontier orbital gap: 0.33444 Ha
HOMO: -8.73 eV
Structure (SMILES): CSCc1cc(C(=O)O)[nH]n1
Calculated total energy: -24261.8334 eV
ΔE to the lowest compared entry with this formula, charge and spin: 90.7 kJ/mol

=====

Entry 3:
Below is one molecule with the formula C6H8N2O2S in a non-equilibrium geometry, with properties calculated with the ωB97M-V functional and the def2-TZVPD basis.

```
19
C6H8N2O2S the ωB97M-V functional and the def2-TZVPD basis
C -1.93 -0.94 -0.53
C -0.44 1.01 0.19
C 0.61 0.75 0.67
C -1.78 0.10 -1.54
C -1.41 1.40 -0.80
C -0.10 -2.22 0.46
N -1.01 -1.69 -0.13
N 3.18 0.92 1.39
O 1.82 -0.96 2.28
O 2.34 -0.86 -0.11
S 2.00 -0.21 1.10
H -2.86 -0.93 0.17
H -0.92 -0.22 -2.24
H -2.74 0.27 -2.18
H -2.45 1.74 -0.44
H -0.94 2.16 -1.52
H 0.24 -3.19 0.30
H 2.72 1.37 2.23
H 3.65 1.52 0.71
```

## Properties
Frontier orbital gap: 0.29881 Ha
HOMO: -7.66 eV
Calculated total energy: -24255.7037 eV
ΔE to the lowest compared entry with this formula, charge and spin: 682.1 kJ/mol

=====

Entry 4:
Below is one molecule with the formula C6H8N2O2S in a non-equilibrium geometry, with properties calculated with the ωB97M-V functional and the def2-TZVPD basis.

```
19
C6H8N2O2S the ωB97M-V functional and the def2-TZVPD basis
N -3.39 0.00 -0.02
C -2.00 0.00 -0.14
C -1.30 -1.20 -0.17
C 0.09 -1.20 -0.24
C 0.78 0.00 -0.26
S 2.56 0.00 -0.31
N 3.08 0.01 1.27
O 2.97 1.28 -0.86
O 2.98 -1.27 -0.85
C 0.09 1.21 -0.24
C -1.29 1.22 -0.17
H -3.87 -0.85 -0.32
H -3.88 0.84 -0.31
H -1.86 -2.15 -0.15
H 0.63 -2.14 -0.29
H 2.80 -0.84 1.76
H 2.82 0.83 1.76
H 0.63 2.14 -0.30
H -1.86 2.14 -0.16
```

## Properties
Frontier orbital gap: 0.34376 Ha
HOMO: -8.68 eV
Structure (SMILES): Nc1ccc(S(N)(=O)=O)cc1
Calculated total energy: -24262.1415 eV
ΔE to the lowest compared entry with this formula, charge and spin: 61.0 kJ/mol